Molecular formula: C8H9ClN2O
Method: DFT, wB97M-V/def2-TZVPD

```
21
Properties=species:S:1:pos:R:3:forces:R:3:nbo_charge:R:1
C 1.392 1.103 0.371 -1.2 -0.6 -0.4 -0.093
C 1.651 -0.675 -1.294 0.3 -0.9 0.1 -0.054
C 2.603 0.752 0.742 2.8 -0.4 1.9 -0.221
C 2.918 -0.956 -0.983 1.1 1.8 1.9 -0.212
C 0.845 0.322 -0.706 -0.3 1.1 -0.5 -0.128
C 3.556 -0.139 0.060 -2.3 0.0 -1.2 0.167
C -0.400 0.457 -1.150 -3.3 -0.8 2.5 0.587
C -3.711 0.086 0.467 -0.5 1.9 -0.5 -0.494
N -1.656 0.318 -0.955 1.8 1.1 -0.3 -0.361
N -2.415 -0.510 0.168 0.0 -1.0 -1.8 0.122
O -1.574 -0.716 1.205 1.3 0.2 -0.4 -0.523
Cl 5.131 -0.213 0.523 -0.5 -0.2 -0.2 0.371
H 0.729 1.585 1.061 -0.1 0.7 0.0 0.269
H 1.140 -1.356 -1.887 -0.7 -1.0 -1.6 0.254
H 2.893 1.003 1.753 0.4 0.6 -0.1 0.274
H 3.389 -1.777 -1.418 1.0 -1.1 -0.7 0.278
H -4.345 0.063 -0.465 0.6 -0.4 1.1 0.262
H -3.705 1.156 0.813 0.4 -0.8 -0.1 0.235
H -4.106 -0.515 1.286 -0.3 -0.2 -0.3 0.273
H -2.305 0.731 -1.643 0.0 -0.3 0.4 0.473
H -2.032 -0.719 2.054 -0.5 0.5 0.2 0.519
```
Positions in Å, forces in eV/Å.

Properties
- Charge: +2
- LUMO level (alpha / beta): -0.4098 / -0.4097 hartree
- HOMO energy (alpha / beta): -17.15 / -17.14 eV
- 2S+1: 1
- Gap between HOMO and LUMO (alpha / beta): 6.0 / 6.0 eV
- Molecular weight: 184.63 Da
- Electronic energy: -954.2917 Eh

Molecular formula: C8H9ClN2S
Method: DFT, wB97M-V/def2-TZVPD

```
21
Properties=species:S:1:pos:R:3:forces:R:3:nbo_charge:R:1
H 3.973 0.036 1.856 -1.8 0.6 -2.0 0.369
N 3.046 0.061 1.292 1.7 0.2 -1.7 -0.754
C 3.035 0.229 -0.016 4.3 0.2 1.8 0.242
N 4.182 0.691 -0.940 0.6 -1.7 2.4 -0.866
S 1.632 -0.088 -0.919 -1.2 -0.3 -0.9 0.298
C 0.541 0.006 0.511 -1.0 0.2 0.5 -0.530
C -0.940 0.000 0.222 1.9 0.5 -0.3 -0.089
C -1.520 -1.197 0.199 -2.6 -2.7 0.6 -0.192
C -2.892 -1.477 -0.010 0.0 0.3 -0.5 -0.199
C -3.639 -0.391 -0.559 0.6 -2.6 0.3 -0.191
C -3.017 0.844 -0.472 -5.3 1.0 -1.9 -0.258
C -1.798 1.012 -0.016 2.8 3.8 0.2 0.035
Cl -1.182 2.691 0.077 -0.2 -0.6 0.0 -0.045
H 4.243 0.086 -1.821 0.0 1.1 1.9 0.388
H 5.145 0.705 -0.352 -3.0 -0.4 -2.0 0.384
H 0.704 -0.796 1.248 0.4 0.4 -0.5 0.247
H 0.901 0.942 0.887 -0.4 0.4 0.9 0.260
H -0.853 -1.952 0.474 0.5 -1.7 0.4 0.206
H -3.311 -2.498 0.269 0.6 1.5 -1.0 0.228
H -4.566 -0.603 -1.145 0.6 0.6 1.1 0.229
H -3.684 1.700 -0.785 1.3 -0.7 0.4 0.239
```
Positions in Å, forces in eV/Å.

Properties
- Charge: 0
- LUMO level: 0.0217 hartree
- HOMO energy: -9.07 eV
- 2S+1: 1
- Gap between HOMO and LUMO: 9.7 eV
- SMILES: [H]/N=C(\N)SCc1ccccc1Cl
- Molecular weight: 200.69 Da
- Electronic energy: -1278.0636 Eh